(1)
Density functional theory data (ωB97M-V/def2-TZVPD) for C25H36GaNO3 as an isolated structure.

The charge is -2. As for the total energy: -86511.7941 eV. The HOMO energy comes out at 0.874 eV. The value obtained for the LUMO energy is 4.7 eV. Its relative energy (zero: lowest compared OMol25 entry of this formula, charge and spin) is 0.0 kcal/mol.

Each line ends with the Löwdin charge.
Element x y z (Å)
Ga -0.71821 -0.76069 -0.21184  0.5517
C 0.12838 4.11180 -0.32085  -0.1301
O 0.11714 2.88945 0.36969  -0.1886
C -0.32901 3.03616 1.69013  -0.2182
C -0.80939 1.70844 2.26185  -0.1705
O -0.11183 0.52134 1.91576  -0.2184
C 1.18472 0.30026 2.44765  -0.1674
C 2.28623 1.03871 1.71546  -0.2212
O 2.25550 0.68391 0.36018  -0.2127
C 3.19519 1.37753 -0.40499  -0.1189
H -0.88456 4.51956 -0.41671  0.0702
H 0.52490 3.91886 -1.31680  0.0853
H 0.77107 4.85307 0.18397  0.0797
H -1.19838 3.70813 1.71916  0.1269
H 0.46380 3.49388 2.30533  0.1089
H -1.80903 1.52214 1.87976  0.0983
H -0.83469 1.80006 3.35639  0.1224
H 1.33996 -0.77449 2.34927  0.1171
H 1.22187 0.59219 3.50597  0.1247
H 3.25211 0.75708 2.16574  0.1247
H 2.17178 2.12473 1.81570  0.1083
H 4.21633 1.21502 -0.03279  0.0808
H 2.98994 2.45721 -0.40116  0.0825
H 3.12530 1.00359 -1.42642  0.0910
C -2.36155 0.19677 -0.25921  -0.1709
C -2.62169 1.43496 -0.81058  -0.4742
C -3.77906 2.18732 -0.32851  -0.1224
C -4.04472 3.48165 -0.72064  -0.1870
C -3.24997 4.16956 -1.65786  -0.2100
C -2.17238 3.44898 -2.20197  -0.2153
C -1.86884 2.15855 -1.82680  -0.1297
H -4.42289 1.69918 0.39482  0.0733
H -4.90858 3.98486 -0.29316  0.0682
H -3.46682 5.18625 -1.95640  0.0431
H -1.55211 3.92555 -2.95692  0.0801
H -1.02662 1.63910 -2.26707  0.0678
C 1.91193 -4.06005 -1.15259  -0.0935
C 2.44446 -3.97516 0.28474  -0.3975
C 3.28942 -2.70784 0.45444  -0.0872
C 1.34671 -4.10081 1.33292  -0.1679
C 1.56818 -5.01313 2.35352  -0.1211
C 0.59851 -5.33322 3.30520  -0.1727
C -0.66246 -4.76740 3.10934  -0.1165
C -0.95004 -3.84278 2.11190  -0.1564
C -2.41127 -3.42574 1.99479  -0.3894
C -2.95248 -3.41259 0.55969  -0.0915
C -2.71295 -2.10106 2.71031  -0.0773
C 0.11594 -3.30541 1.27183  -0.3303
N 0.04762 -2.22295 0.52867  -0.0449
H 2.73216 -3.98629 -1.87875  0.0590
H 1.20709 -3.24462 -1.31803  0.0447
H 1.38490 -5.00586 -1.31491  0.0701
H 3.10216 -4.83560 0.43752  0.1040
H 2.66585 -1.83698 0.25230  0.0489
H 4.14013 -2.70758 -0.24250  0.0608
H 3.68310 -2.63710 1.47460  0.0704
H 2.53117 -5.51838 2.38954  0.0832
H 0.79023 -6.04005 4.10343  0.0555
H -1.47887 -5.07490 3.76126  0.0864
H -2.96940 -4.20381 2.52361  0.1031
H -2.56353 -2.57235 -0.00761  0.0021
H -4.04426 -3.32306 0.57068  0.0666
H -2.67992 -4.33608 0.03821  0.0733
H -2.22086 -1.26144 2.21770  0.0344
H -2.37888 -2.15183 3.75266  0.0674
H -3.79001 -1.88978 2.69989  0.0667

=====

(2)
Density functional theory data (ωB97M-V/def2-TZVPD) for C24H25Co2N2O6 as an isolated structure in a non-equilibrium geometry.

The charge is -1. As for the total energy: -115810.5693 eV. The HOMO energy comes out at -3.999 eV. The value obtained for the LUMO energy is 2.5 eV.

Each line ends with the natural charge from an NBO analysis.
Element x y z (Å)
O -0.69363 0.96823 -1.17997  -0.5450
C 0.05500 1.23852 -0.33543  0.4344
Co 1.14397 1.56674 0.99062  0.0159
C 2.59668 2.26690 0.29250  0.4140
O 3.59243 2.66769 -0.14154  -0.5494
C 0.20805 2.77456 1.83484  0.5298
O -0.45824 3.47344 2.48355  -0.5612
C 1.19501 0.14274 2.40084  -0.5269
C -0.02984 -0.53642 2.37686  -0.1127
C -1.30807 -0.22596 2.73049  -0.3522
C -2.45877 -0.59015 1.93370  0.0756
C -3.65223 0.16465 2.06877  -0.2612
C -4.78547 -0.19247 1.35586  -0.2135
C -4.74752 -1.27305 0.45732  -0.2709
C -3.54496 -1.96897 0.25665  -0.1928
C -2.40961 -1.63177 0.98478  -0.2607
Co 1.29701 -1.37011 1.46324  -0.1066
C 1.49659 -2.80342 2.47070  0.5875
O 1.67474 -3.72017 3.14542  -0.5206
C 2.94208 -1.12514 0.92002  0.5603
O 4.02378 -0.95655 0.55345  -0.5268
C 0.77059 -2.07150 -0.13007  0.5205
O 0.63746 -2.57806 -1.15537  -0.5208
H 1.76421 0.39369 3.31147  0.1959
H -1.45876 0.51359 3.52934  0.1736
H -3.65029 1.03800 2.72838  0.2006
H -5.70774 0.36890 1.51486  0.1983
H -5.65411 -1.57909 -0.07183  0.1978
H -3.49363 -2.79148 -0.46039  0.2006
H -1.46158 -2.15719 0.82934  0.2135
C -5.03545 4.98020 4.93651  -0.4109
C -6.01629 4.70178 6.10326  -0.4139
C -5.63300 3.32300 6.65919  -0.2028
N -4.36615 2.97009 6.04882  -0.4595
C -4.12638 1.56091 6.02568  -0.2032
C -2.67748 1.25726 5.65962  -0.0352
C -2.30346 -0.23485 5.77384  -0.4014
C -0.84550 -0.22019 6.26527  -0.4138
C -0.65982 1.15975 6.95143  -0.1947
N -1.77806 1.92098 6.51338  -0.6728
C -4.12737 3.74019 4.82508  -0.2215
H -5.57436 5.15272 4.00058  0.2083
H -4.43963 5.87340 5.14659  0.2048
H -5.92436 5.45835 6.88745  0.2026
H -7.05591 4.69439 5.76164  0.2038
H -5.50384 3.32956 7.75079  0.1865
H -6.41364 2.57103 6.42789  0.1589
H -4.30104 1.18492 7.04984  0.1880
H -4.79835 1.00089 5.33552  0.1641
H -2.54975 1.59443 4.61327  0.1637
H -2.95511 -0.69703 6.52491  0.1888
H -2.44180 -0.76303 4.82823  0.2395
H -0.64894 -1.04908 6.94809  0.2036
H -0.16636 -0.29794 5.40762  0.2206
H -0.64885 1.02840 8.04767  0.1534
H 0.29799 1.62701 6.67601  0.1729
H -1.97035 2.85255 6.85247  0.3934
H -4.37023 3.16573 3.90595  0.1723
H -3.06728 4.02863 4.75100  0.2077

=====

(3)
Density functional theory data (ωB97M-V/def2-TZVPD) for an isolated ion of composition ClHNO2S2 and charge -1 in a non-equilibrium geometry.

The charge is -1. As for the total energy: -39795.5448 eV. The HOMO energy comes out at -4.447 eV. The value obtained for the LUMO energy is 3.3 eV. Its relative energy (zero: lowest compared OMol25 entry of this formula, charge and spin) is 0.0 kcal/mol.

Each line ends with the natural charge from an NBO analysis.
Element x y z (Å)
N -0.10226 -0.68732 0.12698  -1.0072
O -1.83180 0.66591 -1.14369  -1.0101
O -1.32412 1.28899 1.23475  -0.9937
S 1.26176 -1.21635 0.75232  0.4624
S -0.86150 1.08430 -0.12949  1.6442
Cl 3.06015 -0.01801 -0.00026  -0.4554
H -0.20224 -1.11752 -0.84061  0.3598

=====

(4)
Density functional theory data (ωB97M-V/def2-TZVPD) for C21H43MoN2P3S as an isolated structure in a non-equilibrium geometry.

The charge is +4. As for the total energy: -65972.0122 eV. The HOMO energy (spin up / spin down) comes out at -19.435 / -19.621 eV. As for the spin multiplicity: 3. The expectation value of S² is 2.19. The value obtained for the LUMO energy (spin up / spin down) is -13.9 / -13.9 eV.

Each line ends with the Löwdin spin population.
Element x y z (Å)
Mo -1.20234 -0.45004 0.02682  0.7869
P -2.92200 0.54526 -1.33277  0.0151
P -0.49709 -2.66035 -0.96062  0.0332
P 0.55916 0.59724 -1.26505  0.0006
H 0.08200 -0.26894 2.44632  0.0028
C 0.14965 0.37951 1.56617  -0.0001
C -0.95402 1.30882 1.30830  0.0952
H -1.76709 1.35508 2.03886  0.0116
C -4.64806 0.51293 -0.73785  0.0004
C -3.06509 -0.19051 -3.00881  0.0116
C -2.72266 2.33745 -1.65026  0.0027
C 0.89496 -3.41512 -0.02961  -0.0004
C -1.70888 -4.02482 -0.89986  0.0074
C -0.02311 -2.71809 -2.74029  0.0131
C 1.08049 2.33724 -0.91924  0.0005
C 0.41944 0.75616 -3.08810  0.0123
C 2.19690 -0.24033 -1.13298  -0.0074
H 1.16727 0.69919 1.32009  0.0026
H -0.72908 2.26272 0.82503  0.0077
H -4.68288 0.84472 0.30767  0.0000
H -5.07374 -0.49584 -0.79101  -0.0001
H -5.25903 1.18973 -1.35456  -0.0001
H -3.28247 -1.26331 -2.92756  0.0000
H -2.13314 -0.06839 -3.57243  0.0002
H -3.88226 0.29562 -3.55954  0.0011
H -2.71088 2.86755 -0.69000  -0.0001
H -3.57779 2.69217 -2.24264  0.0003
H -1.79325 2.55697 -2.18765  0.0000
H 1.12370 -4.41478 -0.42677  0.0002
H 0.59089 -3.51078 1.02064  0.0000
H 1.79186 -2.78861 -0.07039  0.0000
H -1.25012 -4.94247 -1.29527  0.0016
H -2.59072 -3.78703 -1.50616  0.0001
H -2.02925 -4.19899 0.13533  -0.0001
H 0.11833 -3.76238 -3.05163  0.0021
H 0.90170 -2.17090 -2.94752  0.0000
H -0.82944 -2.28867 -3.34896  0.0002
H 1.89208 2.60616 -1.61124  -0.0006
H 1.45744 2.46277 0.10199  0.0015
H 0.24691 3.03278 -1.07590  0.0002
H 1.37558 1.14163 -3.46925  0.0012
H -0.37388 1.46441 -3.35078  0.0001
H 0.22076 -0.21087 -3.55769  -0.0001
H 2.95439 0.35354 -1.66413  -0.0008
H 2.16668 -1.24408 -1.56860  0.0001
H 2.50400 -0.31965 -0.08428  0.0017
C 5.65673 2.72993 1.35973  0.1999
C 6.84269 2.09078 1.76112  0.0811
C 7.50202 2.50531 2.91740  0.0378
C 6.99658 3.57464 3.67160  0.2398
C 5.83800 4.23437 3.25496  0.0387
C 5.17205 3.82943 2.09969  0.0886
S 4.75578 2.19133 -0.03389  0.2885
H 5.51257 1.11413 -0.35098  0.0104
H 7.23000 1.26589 1.16155  0.0006
H 8.41151 1.99177 3.23251  -0.0008
H 7.51062 3.89158 4.58183  0.0090
H 5.43910 5.07445 3.83051  -0.0009
H 4.27464 4.33837 1.75488  0.0007
C -4.41430 -2.69618 0.33463  0.0008
C -3.72345 -2.05309 1.48523  -0.0024
N -2.64554 -1.25505 1.57400  0.0042
C -2.51659 -0.92361 2.94246  0.0035
C -3.49504 -1.54687 3.65075  -0.0025
N -4.23501 -2.25643 2.72264  -0.0023
H -4.29893 -3.79026 0.38580  -0.0001
H -5.49647 -2.48870 0.38524  -0.0002
H -4.01316 -2.34393 -0.62159  0.0008
H -1.74086 -0.25917 3.29302  0.0003
H -3.70587 -1.54484 4.70707  0.0000
H -5.04296 -2.83853 2.92199  0.0000

=====

Among the records above, which one has the highest charge?
C21H43MoN2P3S